ORCA calculation (ωB97M-V with the def2-TZVPD basis set) on a 3-piece molecular cluster, C3H14NO3 overall at a distorted geometry.

Structure (XYZ):
```
21
Properties=species:S:1:pos:R:3:forces:R:3:nbo_charge:R:1
C 0.175 1.688 -0.029 0.451 -0.250 -0.994 -0.084
O -0.726 1.392 -1.070 -0.717 -0.255 0.053 -0.763
C 0.679 0.374 0.692 -0.936 0.531 -0.411 -0.075
C 1.239 0.652 2.029 0.955 1.293 1.226 -0.658
N -0.593 -0.464 0.723 0.440 -0.835 -0.155 -0.707
H 0.953 2.319 -0.474 0.417 -0.310 0.658 0.210
H -0.373 2.296 0.700 0.127 -0.201 0.007 0.196
H -0.309 1.089 -1.927 -0.071 0.323 1.159 0.515
H 1.429 -0.243 0.192 -0.443 0.246 -0.736 0.218
H 2.271 0.995 1.918 0.066 -0.073 -0.308 0.253
H 1.346 -0.165 2.745 -0.508 -0.142 -0.159 0.241
H 0.773 1.538 2.469 -0.341 -0.406 0.378 0.230
H -1.157 -0.526 1.573 0.312 0.692 0.158 0.431
H -1.190 -0.155 -0.071 0.178 0.149 0.057 0.473
H -0.342 -1.434 0.535 -0.305 -0.156 -0.239 0.453
H -1.711 -3.509 -0.690 0.313 -0.390 -0.668 0.492
H -2.414 -2.891 0.427 -0.231 0.326 0.070 0.482
O -1.861 -2.640 -0.324 -0.146 -0.152 0.614 -0.963
H 1.340 0.169 -3.133 0.174 0.131 -0.133 0.499
H 0.071 -0.636 -3.345 -0.502 -0.748 -0.489 0.500
O 0.399 0.154 -2.942 0.765 0.225 -0.089 -0.944
```
Positions in Å, forces in eV/Å.

Values from the calculation:
Orbital gap = 11.196 eV
Max |F| = 2.022 eV/A
HOMO = -0.5246 Eh
LUMO = -3.078 eV
Charge = +1
Spin multiplicity = 1